ORCA calculation (the ωB97M-V functional and the def2-TZVPD basis) on C19H40P2Sn as an isolated structure in a non-equilibrium geometry.

```
62
Properties=species:S:1:pos:R:3:forces:R:3
Sn 0.2257 -0.3870 2.6743 -1.6 0.1 6.2
P 0.1330 1.2133 1.0693 1.5 5.2 -4.8
P 0.4207 -1.8687 0.9676 -0.6 -4.4 -5.6
C -0.5379 -1.6925 -4.7367 0.3 0.1 0.2
C 0.7662 -1.7527 -4.4420 -0.3 0.2 0.0
C -0.6543 -3.3543 0.8851 -0.2 0.3 0.3
C -1.2598 -0.7228 -5.6412 0.0 0.1 0.0
C 0.8015 1.3776 -4.6045 -0.3 -0.1 0.2
C 0.2653 -1.8773 4.1782 1.7 -0.9 1.5
C -1.6368 0.5981 -4.9346 0.0 -0.1 -0.2
C -1.8106 1.7320 6.1207 -0.4 0.0 0.1
C 1.5600 0.4714 -5.5442 0.0 -0.1 0.0
C -0.7173 1.0093 5.3242 0.6 -0.3 0.2
C -0.5133 1.4192 -4.3582 0.3 -0.1 0.1
C 2.0884 -2.5885 0.6763 0.2 0.6 0.9
C 1.9105 -0.8957 -4.9163 0.0 0.1 -0.2
C 0.5402 1.8887 5.2563 0.1 0.0 0.1
C 1.2138 2.6945 1.1559 0.1 -0.3 0.4
C 0.5903 0.4490 -0.5656 0.2 -0.5 0.6
C -1.5139 1.9622 0.7360 -0.4 -0.7 1.0
C -1.2450 0.6412 3.9180 -1.5 0.0 -0.1
C 0.0524 -0.9896 -0.6315 -0.1 0.1 0.5
H -0.8450 2.1570 -3.6264 0.0 0.1 -0.1
H 2.2430 2.3749 1.3404 -0.1 0.1 -0.1
H 0.8911 2.1294 6.2839 -0.2 -0.1 -0.8
H 0.4604 -1.5341 -1.4913 -0.1 0.0 0.2
H 0.9289 -1.5721 4.9948 -0.2 -0.3 -0.1
H -2.1330 -0.0179 4.0141 0.4 0.5 -0.1
H -2.0926 2.6851 5.6234 0.1 -0.5 0.3
H -1.1810 -2.4195 -4.2404 0.1 0.0 -0.1
H 2.5035 0.9615 -5.8122 -0.2 -0.1 0.0
H -1.0394 -0.9786 -0.7355 0.1 -0.1 0.0
H -1.5701 1.5698 3.4276 0.0 -0.3 0.1
H 1.4234 2.0679 -4.0343 -0.1 0.0 -0.1
H -1.4498 1.9605 7.1473 -0.2 -0.1 -0.7
H 2.5718 -0.7218 -4.0558 0.0 0.0 -0.1
H 0.5828 -2.8695 3.8322 0.1 0.4 -0.1
H 1.0203 0.3253 -6.4817 0.1 0.1 0.2
H -2.7119 1.0901 6.2061 0.4 0.5 0.0
H 1.6862 0.4432 -0.6105 -0.1 0.1 0.0
H -2.1911 -1.1919 -5.9798 0.2 0.1 0.0
H -0.7493 -1.9735 4.5888 0.1 0.5 -0.5
H 1.0695 -2.5392 -3.7498 0.0 -0.1 -0.1
H -0.4217 -4.0751 1.6765 0.0 0.2 -0.1
H -0.6834 -0.5130 -6.5441 -0.1 -0.1 0.1
H -1.7847 2.6000 1.5824 0.0 0.0 -0.2
H -2.2624 1.1686 0.6608 -0.1 0.2 -0.1
H 2.3098 -3.2934 1.4828 0.0 0.0 -0.1
H -1.6965 -3.0361 0.9796 0.1 -0.1 0.0
H 2.8366 -1.7919 0.7122 0.1 -0.2 -0.1
H -2.2138 1.2224 -5.6349 0.1 -0.1 0.2
H 2.1489 -3.1060 -0.2877 -0.4 0.2 0.2
H -0.5320 -3.8294 -0.0920 0.1 0.1 0.1
H 1.3696 1.3581 4.7452 -0.1 0.3 0.1
H 2.5150 -1.4712 -5.6349 -0.1 0.1 0.2
H 0.3322 2.8359 4.7165 0.1 -0.4 0.3
H 0.2290 1.0541 -1.4056 0.0 0.0 0.2
H -0.4624 0.0826 5.8779 -0.1 0.4 -0.3
H -2.3309 0.3659 -4.1146 0.0 0.0 -0.1
H -1.5153 2.5568 -0.1843 0.4 -0.3 0.1
H 0.8932 3.3107 2.0009 0.1 0.0 -0.1
H 1.1721 3.2889 0.2367 -0.1 -0.2 0.1
```
Forces are in eV/Å.

F_max = 7.192 eV/A
ΔE to the lowest compared entry with this formula, charge and spin = 0.0 kJ/mol
LUMO energy = -8.709 eV
net charge = +2
M = 449.2 g mol⁻¹
frontier orbital gap = 4.84 eV


ORCA calculation (the ωB97M-V functional and the def2-TZVPD basis) on C19H41AlBr16FNO2PS as an isolated structure in a non-equilibrium geometry.

```
83
Properties=species:S:1:pos:R:3:forces:R:3
Br -0.4165 6.2143 4.5848 0.0 0.0 0.0
Br -1.1540 -4.8820 -5.4125 0.1 0.0 0.1
Br -2.9583 3.9580 3.1566 0.0 0.0 -0.1
Br 2.7734 -2.2968 -5.4397 0.0 0.0 -0.1
Br 5.9070 -1.0005 -6.9463 -0.1 0.0 0.0
Br 1.5802 -3.3626 -9.8000 0.0 0.0 0.0
Br 4.9719 -4.8606 1.7049 0.0 0.0 -0.1
Br -1.0937 2.8756 -2.5444 0.0 0.1 -0.1
Br -1.2663 -3.9932 -1.8320 -0.9 -1.2 -1.7
Br -6.2735 1.6540 1.5058 0.0 0.0 0.0
Br -4.9437 -1.6371 0.4861 -0.2 0.1 -0.1
Br -3.2480 9.2195 4.0680 -0.1 0.0 -0.1
Br 0.7719 5.8935 -1.4573 0.0 0.0 0.0
Br -4.4985 6.8256 6.5729 0.0 0.0 0.0
Br -0.2314 -1.3007 -7.3499 0.0 0.1 0.0
Br 6.2761 -1.9174 3.4956 0.0 0.0 0.0
S -0.5694 -2.8772 3.0373 -0.1 0.3 -0.2
P -1.1535 -2.8979 1.0970 1.4 0.6 1.3
Al 0.5499 -1.9072 -0.3851 0.4 0.1 -0.5
F 3.3009 -2.4648 -0.8532 0.2 0.0 -0.1
O -0.0270 1.4989 2.7037 -0.5 0.3 0.9
O -0.4958 0.5547 0.8955 -0.1 0.2 0.2
N 0.4200 1.1492 1.6768 0.6 -0.3 -0.9
C 2.3750 -2.4583 0.2383 -0.8 -0.3 0.2
C -0.3098 -3.3377 -9.3559 0.1 0.0 -0.1
C 5.2438 -0.8831 -5.1146 0.1 0.0 -0.1
C -3.3826 9.4113 5.9919 0.1 0.0 -0.1
C -0.8080 -1.9437 -9.0819 -0.1 0.0 0.1
C 5.6097 -3.6013 4.1939 0.1 0.1 0.0
C -2.3215 -5.3578 -2.8311 0.2 0.3 0.6
C 6.0205 -4.7643 3.3308 -0.1 -0.1 0.0
C -0.7351 4.9866 -0.6235 0.1 0.1 0.0
C 4.5414 -2.1336 -4.6701 -0.1 -0.1 0.0
C -4.3228 -0.4288 1.8774 0.1 -0.2 -0.1
C 0.0984 0.0594 -0.3442 0.0 -0.6 0.1
C -1.3359 4.6982 5.3969 0.1 0.0 0.0
C -1.5375 3.5714 4.4249 -0.1 0.0 -0.1
C -3.0610 8.1259 6.7044 -0.1 0.0 0.1
C -1.4646 -6.0306 -3.8676 -0.1 0.0 -0.2
C -0.6527 3.4928 -0.7559 -0.1 -0.1 0.0
C -5.4628 0.2473 2.5801 0.0 0.1 0.0
C 2.9315 -1.6510 1.3758 0.2 0.6 0.1
H 4.5313 -3.5085 4.2693 0.0 0.0 0.0
H -2.3280 -2.1747 0.9313 -0.4 0.0 -0.2
H 0.3360 3.1074 -0.5324 0.0 0.0 0.0
H 4.3854 -2.1118 -3.5964 0.0 0.0 0.1
H -1.6292 5.3881 -1.0859 -0.1 0.0 0.0
H -0.6996 4.3760 6.2169 0.0 0.0 0.0
H -0.7020 5.2696 0.4252 0.0 0.0 0.1
H -6.2594 -0.4456 2.8268 0.0 0.0 0.0
H 0.4078 -2.3755 -1.9242 0.2 0.4 0.3
H -1.3795 3.0215 -0.0984 0.0 0.0 0.0
H -3.7620 -1.0491 2.5748 0.0 0.0 0.0
H -0.4568 -1.2299 -9.8184 0.0 0.0 -0.1
H -1.9605 -6.9124 -4.2662 0.0 0.0 0.0
H 5.8390 -5.7014 3.8513 0.0 0.0 0.1
H 0.9500 0.6807 -0.6178 0.1 0.2 0.1
H 3.6987 -0.9736 1.0029 0.1 0.1 -0.1
H -2.1759 7.6528 6.2927 0.1 0.0 0.0
H 2.3119 -3.4943 0.5738 0.1 -0.3 -0.1
H -5.1031 0.7382 3.4792 0.0 0.0 0.1
H 3.3781 -2.2669 2.1369 0.3 -0.3 0.4
H -0.4362 -3.9899 -8.4983 0.0 0.0 0.0
H -0.4886 -6.3025 -3.4813 0.1 0.0 0.0
H -2.2744 5.0804 5.7856 0.0 0.0 0.0
H -3.1737 -4.8502 -3.2695 0.0 0.1 0.0
H -2.9254 8.3075 7.7673 0.0 0.0 0.0
H 4.5924 -0.0175 -5.0807 0.0 0.0 0.0
H 2.1792 -1.0382 1.8678 -0.1 0.0 0.0
H -0.6533 3.3524 3.8413 0.1 0.0 0.0
H -1.8480 2.6724 4.9501 0.0 0.0 0.0
H -2.6576 10.1728 6.2671 0.0 0.0 0.0
H -4.3848 9.7660 6.2033 0.0 0.0 0.1
H -3.6472 0.2732 1.4007 0.0 0.0 0.0
H -0.8198 -3.7591 -10.2180 0.0 0.0 0.0
H -1.8948 -1.9364 -9.0542 0.0 0.0 0.0
H 7.0627 -4.7076 3.0379 0.1 0.0 0.0
H -0.6637 0.2397 -1.0860 -0.3 0.1 -0.3
H 5.0884 -3.0292 -4.9431 0.1 0.0 0.0
H -1.5793 -4.1816 0.8548 -0.4 -0.5 -0.3
H 6.1242 -0.7070 -4.5030 0.0 0.0 0.0
H 6.0408 -3.6944 5.1872 0.0 0.0 0.0
H -2.6707 -6.0897 -2.1050 0.0 0.0 0.0
```
Forces are in eV/Å.

F_max = 2.226 eV/A
LUMO energy = 1.710 eV
net charge = -1
M = 1703.0 g mol⁻¹
frontier orbital gap = 6.40 eV


ORCA calculation (the ωB97M-V functional and the def2-TZVPD basis) on C19H41BN6OsSi4 as an isolated structure in a non-equilibrium geometry.

```
72
Properties=species:S:1:pos:R:3:forces:R:3
Os 1.1343 0.6470 0.2147 -1.2 -3.4 3.2
Si -0.8721 -2.2587 -1.7758 0.2 -1.1 -0.8
Si -0.9440 -0.5966 -0.0892 -0.3 -0.6 0.0
Si -2.1094 -1.8938 1.6155 -0.4 -0.5 0.8
Si -2.5993 0.8827 -0.8718 -0.5 1.0 -0.1
N 2.6244 0.0885 -0.8545 0.5 0.1 -1.1
N 2.5083 3.0844 -0.2748 -1.8 0.6 0.1
N 2.9431 0.9068 1.7406 0.1 0.6 -0.9
N 3.6230 1.0177 -1.1149 -0.7 -0.9 -0.5
N 3.9391 1.7091 1.2149 -0.3 -0.5 0.7
N 1.2738 2.5613 0.1202 0.8 3.5 -0.9
C -3.2701 -3.2341 0.9697 0.2 0.2 -0.3
C 4.5805 1.1050 3.2471 -0.4 -0.3 0.1
C -1.8161 1.8530 -2.2748 0.0 0.1 0.1
C 2.3197 4.3552 -0.6064 0.7 0.0 -0.2
C 0.3323 3.5528 0.0005 1.8 0.4 -0.2
C -3.1937 -0.7945 2.7034 0.1 0.1 -0.2
C 0.9921 4.7004 -0.4562 -1.5 -0.4 0.4
C -2.4510 -3.0937 -2.3953 -0.1 0.4 0.4
C 3.3137 0.5406 2.9663 1.2 0.8 -0.3
C -0.8207 -2.7516 2.6949 0.1 0.1 -0.2
C 2.8105 -0.9812 -1.6676 0.4 0.5 -0.1
C 0.1072 0.7030 2.7686 -0.6 1.3 -0.4
C -4.1070 -0.0416 -1.5231 0.3 -0.3 0.1
C 0.2334 -3.5965 -1.0453 0.2 0.0 -0.1
C 3.9001 -0.7019 -2.4732 -0.4 -1.6 -0.4
C 4.3769 0.5261 -2.0925 0.2 1.1 0.4
C -0.1545 -1.3588 -3.2616 0.3 0.1 0.1
C -3.1815 2.0400 0.4927 0.1 0.0 -0.2
C 4.9382 1.8304 2.1231 -0.9 -0.5 0.0
B 3.7919 2.2613 -0.2302 0.3 -0.6 1.2
H -0.9464 -0.8372 -3.8167 0.2 -0.2 0.1
H 5.8202 2.4098 1.9106 0.0 0.0 0.0
H -3.1046 -2.3953 -2.9255 0.1 -0.2 0.1
H -2.1346 -3.8629 -3.1138 0.1 0.1 0.1
H -3.8323 -3.6301 1.8303 0.2 0.2 -0.2
H 4.7474 2.8905 -0.5269 0.0 0.1 -0.2
H -0.9175 2.3851 -1.9379 -0.2 -0.1 -0.2
H -0.2832 1.4852 2.0220 0.5 -0.7 0.8
H -4.8919 0.7112 -1.6929 0.2 -0.1 0.1
H -0.7722 0.2363 3.2373 0.4 0.9 0.4
H -2.5490 2.5945 -2.6243 0.2 -0.1 -0.1
H -0.3285 -4.2340 -0.3448 0.2 0.2 -0.3
H -2.7177 -4.0630 0.5105 -0.2 0.1 0.1
H 0.3165 -2.1032 -3.9210 -0.2 0.2 0.0
H 2.6898 -0.0620 3.6063 0.1 -0.1 -0.1
H 1.1045 -3.1949 -0.5078 -0.2 -0.2 0.0
H -3.8973 -0.5416 -2.4755 -0.1 0.2 0.2
H -3.5830 -1.4202 3.5210 0.1 0.1 -0.2
H 0.5201 5.6471 -0.6501 0.1 0.1 0.0
H 3.1698 4.9406 -0.9398 -0.2 0.0 0.1
H -3.7662 1.5176 1.2582 0.1 0.2 -0.2
H -3.9919 -2.8491 0.2402 0.1 -0.1 0.2
H -2.3523 2.5565 0.9902 -0.2 0.0 0.1
H 5.1361 0.9810 4.1619 0.0 0.1 -0.1
H -0.2099 -3.4456 2.1054 -0.1 0.1 0.1
H -2.6633 0.0543 3.1446 -0.3 -0.1 0.0
H -0.7072 3.3718 0.2614 0.4 0.1 -0.2
H -1.3537 -3.3359 3.4598 0.1 0.2 -0.2
H 4.2814 -1.3483 -3.2447 0.1 0.0 0.0
H 0.9754 1.0640 3.3328 -1.1 0.4 0.4
H 0.5104 -0.1663 2.3339 0.8 -1.5 -1.3
H -3.8238 2.8004 0.0245 0.1 -0.1 0.2
H 0.6019 -4.2270 -1.8707 -0.1 0.0 0.3
H -4.4924 -0.7850 -0.8134 0.0 0.2 -0.2
H -0.1506 -2.0518 3.2057 -0.1 -0.2 0.0
H -1.5333 1.2059 -3.1130 -0.1 0.2 0.1
H -4.0503 -0.4076 2.1384 0.1 -0.1 0.2
H 2.1666 -1.8574 -1.5900 0.3 0.5 -0.2
H 5.2107 1.1128 -2.4545 0.0 -0.2 0.0
H 0.6113 -0.6224 -2.9846 -0.2 -0.1 -0.2
H -3.0323 -3.5861 -1.6120 0.1 0.1 -0.2
```
Forces are in eV/Å.

F_max = 4.789 eV/A
ΔE to the lowest compared entry with this formula, charge and spin = 26.1 kJ/mol
<S²> = 6.04
LUMO energy (spin up / spin down) = -7.503 / -8.890 eV
net charge = +2
M = 667.0 g mol⁻¹
frontier orbital gap (spin up / spin down) = 6.47 / 5.46 eV
spin multiplicity = 5